(1)
ORCA calculation (ωB97M-V/def2-TZVPD) on a cluster of 8 separate species, C48H87ClN8O11P2S in total at a distorted geometry.

```
158
C48H87ClN8O11P2S (ωB97M-V/def2-TZVPD)
C 4.107 -0.397 2.030
C 3.695 -1.431 1.013
C 4.627 -2.442 0.767
C 4.410 -3.456 -0.154
C 3.225 -3.447 -0.873
C 2.292 -2.458 -0.626
C 2.472 -1.447 0.320
C 1.398 -0.397 0.520
C -0.015 -0.901 1.001
C -0.079 -2.371 1.467
S 0.996 -3.010 2.741
O 0.791 -4.439 2.725
O 0.824 -2.350 4.006
N -0.808 -0.994 -0.264
C -1.518 0.124 -0.570
O -2.241 0.140 -1.536
C -1.309 1.188 0.540
C -0.224 2.236 0.148
C 0.146 2.402 -1.326
C -0.831 2.785 -2.249
C -0.555 2.997 -3.587
C 0.732 2.803 -4.071
C 1.726 2.470 -3.166
C 1.463 2.287 -1.804
C 2.679 2.006 -0.945
C -2.690 1.927 0.599
C -3.149 2.740 1.807
C -2.237 3.881 2.287
C -4.491 3.388 1.401
C -0.934 0.174 1.704
P -0.177 1.204 3.116
C 1.367 0.472 3.779
C -1.266 1.300 4.592
P -2.591 -0.471 2.358
O -3.081 -1.550 1.214
Cl -2.105 -1.762 3.878
H 3.756 0.601 1.779
H 5.190 -0.340 2.041
H 3.765 -0.619 3.036
H 5.565 -2.427 1.306
H 5.169 -4.207 -0.292
H 3.060 -4.217 -1.609
H 1.375 -2.480 -1.201
H 1.236 0.065 -0.444
H 1.788 0.392 1.148
H 0.191 -2.972 0.608
H -1.074 -2.694 1.747
H 2.270 -2.796 2.336
H -0.362 -1.460 -1.039
H 0.703 2.063 0.672
H -0.536 3.227 0.453
H -1.852 2.948 -1.948
H -1.338 3.300 -4.265
H 0.934 2.963 -5.118
H 2.736 2.361 -3.532
H 3.510 2.567 -1.363
H 2.577 2.347 0.080
H 2.978 0.962 -0.961
H -2.719 2.596 -0.253
H -3.467 1.193 0.398
H -3.407 2.136 2.669
H -1.178 3.660 2.260
H -2.412 4.767 1.674
H -2.512 4.152 3.303
H -4.972 3.828 2.268
H -5.155 2.634 0.984
H -4.302 4.142 0.641
H 1.203 0.153 4.806
H 2.134 1.239 3.785
H 1.692 -0.386 3.218
H -0.935 2.159 5.166
H -1.125 0.428 5.229
H -2.325 1.364 4.378
H -3.898 -1.186 0.854
C -3.827 -2.472 -2.322
N -3.827 -3.130 -3.619
C -3.957 -4.455 -3.895
C -4.130 -5.392 -2.721
O -3.933 -4.858 -5.045
H -4.646 -1.751 -2.267
H -2.893 -1.937 -2.183
H -3.946 -3.198 -1.524
H -3.712 -2.561 -4.442
H -4.220 -6.405 -3.100
H -3.268 -5.339 -2.054
H -5.032 -5.144 -2.159
C -6.020 1.232 -4.530
N -5.044 2.165 -4.003
C -4.697 3.369 -4.521
C -5.373 3.780 -5.803
O -3.869 4.068 -3.949
H -6.808 1.058 -3.794
H -5.548 0.280 -4.756
H -6.471 1.618 -5.437
H -4.554 1.924 -3.154
H -5.013 4.762 -6.093
H -5.135 3.066 -6.594
H -6.453 3.839 -5.673
C -3.183 8.591 -3.846
N -4.165 7.620 -4.316
C -5.340 7.888 -4.926
C -5.684 9.346 -5.139
O -6.105 7.003 -5.288
H -2.229 8.418 -4.344
H -3.034 8.489 -2.777
H -3.511 9.602 -4.057
H -3.978 6.633 -4.179
H -6.649 9.405 -5.632
H -5.742 9.871 -4.185
H -4.937 9.830 -5.769
C 1.558 -6.895 4.286
N 2.065 -8.261 4.270
C 1.367 -9.423 4.340
C -0.137 -9.318 4.451
O 1.939 -10.501 4.312
H 1.850 -6.384 3.376
H 1.981 -6.362 5.140
H 0.477 -6.875 4.362
H 3.060 -8.398 4.198
H -0.549 -10.321 4.496
H -0.421 -8.779 5.355
H -0.553 -8.804 3.583
C 5.252 -9.284 -2.698
N 5.251 -7.846 -2.902
C 5.585 -6.871 -2.019
C 6.017 -7.305 -0.637
O 5.533 -5.694 -2.344
H 5.931 -9.761 -3.406
H 4.249 -9.684 -2.857
H 5.569 -9.530 -1.691
H 4.973 -7.494 -3.804
H 6.252 -6.422 -0.051
H 5.219 -7.856 -0.138
H 6.906 -7.934 -0.692
C 4.834 -2.796 5.578
N 5.597 -2.958 4.353
C 6.918 -2.710 4.138
C 7.731 -2.200 5.304
O 7.408 -2.898 3.036
H 4.406 -3.752 5.882
H 4.016 -2.089 5.420
H 5.464 -2.425 6.379
H 5.116 -3.299 3.535
H 8.754 -2.053 4.972
H 7.336 -1.249 5.662
H 7.726 -2.921 6.122
C 0.358 9.253 1.420
N -0.222 9.726 0.177
C -0.670 8.989 -0.875
C -0.566 7.490 -0.767
O -1.138 9.530 -1.863
H -0.245 9.589 2.266
H 1.368 9.648 1.537
H 0.405 8.169 1.435
H -0.319 10.720 0.043
H -0.960 7.047 -1.676
H 0.474 7.182 -0.653
H -1.144 7.123 0.082
```

Output
**Highest occupied orbital energy**: -8.22 eV

Löwdin population analysis, charges in e, atoms 1 to 2: number 1, C, carries -0.032; number 2, C, carries -0.239

(2)
ORCA calculation (ωB97M-V/def2-TZVPD) on a structure of composition C48H87GeN4P3RhSbSi3 at a distorted geometry.

```
148
C48H87GeN4P3RhSbSi3 (ωB97M-V/def2-TZVPD)
Rh -0.044 0.118 -0.532
C 3.028 3.359 1.823
C 1.607 3.825 1.505
C 1.672 4.968 0.493
P 0.343 2.489 1.010
C 0.276 1.571 2.650
N 1.387 0.692 2.722
Ge 1.844 -0.421 0.984
N 2.450 -2.385 0.476
C 1.700 -3.132 -0.482
P 0.078 -2.369 -1.010
C -0.185 -3.332 -2.603
C 0.459 -4.717 -2.679
C 0.258 -2.477 -3.788
C -1.137 -3.147 0.198
C -0.850 -2.637 1.608
C -1.250 -4.666 0.205
C 3.147 -3.045 1.420
C 3.428 -4.428 1.409
C 3.943 -5.039 2.527
C 4.193 -4.307 3.683
C 4.027 -2.929 3.677
C 3.572 -2.288 2.542
N 3.530 -0.865 2.355
C 3.407 -0.115 3.584
C 4.397 -0.036 4.545
C 4.142 0.571 5.768
C 2.886 1.101 6.038
C 1.921 1.126 5.062
C 2.182 0.576 3.788
C 4.711 -0.466 1.618
C 5.973 -0.913 1.962
C 7.092 -0.398 1.332
C 6.939 0.581 0.357
C 5.688 0.983 -0.047
C 4.530 0.425 0.533
N 3.259 0.634 0.114
C 2.958 1.539 -0.961
P 1.584 0.996 -2.100
C 2.569 0.138 -3.446
C 3.423 1.029 -4.344
C 3.440 -0.915 -2.759
C 0.961 2.633 -2.757
C 1.960 3.675 -3.255
C -0.120 2.329 -3.793
C -1.157 3.624 1.160
C -1.639 3.954 -0.250
C -2.285 3.042 2.000
H 3.457 4.023 2.571
H 3.672 3.406 0.949
H 3.061 2.353 2.228
H 1.175 4.216 2.435
H 2.011 4.628 -0.483
H 0.722 5.480 0.368
H 2.384 5.710 0.848
H -0.656 0.993 2.651
H 0.261 2.290 3.473
H 1.454 -4.125 -0.091
H 2.286 -3.271 -1.399
H -1.273 -3.447 -2.664
H 1.536 -4.649 -2.801
H 0.071 -5.240 -3.551
H 0.243 -5.325 -1.808
H 1.342 -2.431 -3.829
H -0.140 -1.466 -3.703
H -0.089 -2.911 -4.722
H -2.105 -2.739 -0.126
H 0.146 -2.936 1.933
H -1.568 -3.054 2.310
H -0.915 -1.546 1.651
H -0.312 -5.143 0.473
H -1.588 -5.054 -0.750
H -1.980 -4.965 0.954
H 3.259 -5.009 0.517
H 4.152 -6.097 2.516
H 4.566 -4.796 4.567
H 4.260 -2.373 4.570
H 5.377 -0.445 4.366
H 4.914 0.591 6.520
H 2.679 1.510 7.014
H 0.955 1.556 5.277
H 6.095 -1.669 2.723
H 8.075 -0.728 1.624
H 7.813 1.024 -0.093
H 5.621 1.730 -0.823
H 3.840 1.722 -1.581
H 2.608 2.491 -0.552
H 1.826 -0.354 -4.079
H 4.032 1.731 -3.780
H 2.821 1.577 -5.060
H 4.101 0.392 -4.909
H 4.370 -0.475 -2.409
H 3.697 -1.713 -3.452
H 2.916 -1.331 -1.901
H 0.470 3.042 -1.862
H 2.271 3.489 -4.276
H 2.847 3.738 -2.630
H 1.480 4.653 -3.242
H 0.306 1.879 -4.686
H -0.626 3.241 -4.095
H -0.857 1.639 -3.373
H -0.820 4.546 1.644
H -1.922 3.032 -0.764
H -0.861 4.453 -0.823
H -2.492 4.628 -0.215
H -2.613 2.081 1.596
H -3.130 3.727 1.995
H -1.986 2.919 3.037
C -4.152 -0.762 -3.855
Si -4.698 -1.695 -2.287
C -6.573 -1.816 -1.993
C -4.068 -3.485 -2.172
Sb -3.107 0.053 -0.493
Si -5.027 2.390 -1.361
C -6.684 1.655 -1.918
C -5.309 3.452 0.192
C -4.115 3.237 -2.797
Si -4.384 -0.777 1.847
C -4.390 -2.674 2.085
C -3.598 0.064 3.370
C -6.159 -0.163 1.545
H -4.452 -1.314 -4.741
H -3.073 -0.638 -3.894
H -4.608 0.221 -3.915
H -7.039 -2.067 -2.944
H -7.065 -0.925 -1.627
H -6.798 -2.628 -1.307
H -4.614 -4.081 -2.901
H -4.250 -3.928 -1.198
H -3.015 -3.585 -2.403
H -7.197 1.129 -1.119
H -6.615 1.008 -2.785
H -7.324 2.490 -2.198
H -5.240 2.907 1.126
H -6.315 3.860 0.132
H -4.632 4.297 0.245
H -4.035 2.596 -3.670
H -3.122 3.595 -2.548
H -4.707 4.101 -3.089
H -3.714 -2.971 2.882
H -4.125 -3.229 1.192
H -5.386 -2.988 2.384
H -2.516 -0.029 3.390
H -3.980 -0.413 4.268
H -3.857 1.116 3.435
H -6.648 -0.744 0.770
H -6.208 0.884 1.273
H -6.737 -0.290 2.456
```

Output
**Highest occupied orbital energy (spin up / spin down)**: -14.17 / -14.14 eV
**Total charge**: +3
**Spin multiplicity**: 2

Löwdin population analysis, charges in e, atoms 1 to 2: number 1, Rh, carries 0.114; number 2, C, carries -0.087

(3)
ORCA calculation (ωB97M-V/def2-TZVPD) on a cluster of 11 separate species, C48H93Br2FN11O12 in total at a distorted geometry.

```
167
C48H93Br2FN11O12 (ωB97M-V/def2-TZVPD)
C -3.514 4.524 3.400
C -3.104 4.418 2.270
C -2.724 4.068 0.834
C -2.087 2.670 0.867
C -0.809 2.635 1.470
C -0.110 3.904 1.998
C -0.104 1.412 1.602
C 1.293 1.287 2.246
O 1.332 0.989 3.401
O 2.497 1.494 1.572
C -0.750 0.250 1.092
F -0.133 -0.931 1.218
C -2.021 0.347 0.467
C -2.596 -0.993 -0.077
C -2.379 -1.106 -1.638
C -1.327 -2.222 -2.044
C -0.383 -1.598 -3.135
C -1.137 -1.582 -4.511
N -2.679 1.540 0.367
C -4.005 1.637 -0.299
Br -5.401 2.224 0.980
C -3.952 2.552 -1.619
C -5.192 3.478 -1.777
Br -4.041 1.323 -3.181
H -4.189 4.737 4.229
H -3.653 4.158 0.256
H -1.964 4.821 0.542
H -0.652 4.242 2.910
H 0.925 3.695 2.335
H -0.088 4.707 1.241
H 2.634 0.815 0.889
H -3.683 -1.039 0.148
H -2.120 -1.868 0.399
H -1.963 -0.152 -2.015
H -3.323 -1.347 -2.167
H -0.734 -2.580 -1.175
H -1.854 -3.087 -2.474
H -0.062 -0.573 -2.862
H 0.499 -2.264 -3.211
H -0.381 -1.773 -5.300
H -1.627 -0.613 -4.735
H -1.913 -2.375 -4.567
H -4.375 0.664 -0.647
H -2.990 3.083 -1.715
H -6.144 2.916 -1.722
H -5.163 3.908 -2.801
H -5.191 4.314 -1.053
C -2.328 7.982 5.879
O -3.395 7.808 5.316
N -1.488 7.000 6.260
C -0.225 7.274 6.928
C -1.869 5.629 5.989
H -1.957 8.990 6.127
H 0.594 6.874 6.321
H -0.226 6.789 7.906
H -0.077 8.343 7.063
H -2.003 5.502 4.914
H -2.816 5.412 6.487
H -1.103 4.943 6.348
C 2.170 -1.727 -7.127
O 1.119 -1.494 -6.550
N 3.384 -1.737 -6.548
C 4.594 -2.023 -7.299
C 3.484 -1.452 -5.129
H 2.202 -1.955 -8.204
H 5.081 -2.902 -6.873
H 5.268 -1.167 -7.235
H 4.365 -2.218 -8.346
H 2.896 -2.183 -4.570
H 3.081 -0.457 -4.929
H 4.523 -1.497 -4.809
C 2.276 9.480 7.142
O 1.316 9.175 7.831
N 2.678 10.739 6.891
C 3.832 11.029 6.061
C 1.931 11.843 7.472
H 2.909 8.718 6.657
H 4.567 11.585 6.647
H 3.519 11.633 5.207
H 4.288 10.109 5.699
H 1.939 11.752 8.559
H 0.896 11.801 7.129
H 2.374 12.792 7.181
C -2.854 2.310 6.057
O -3.536 2.629 7.009
N -2.043 1.232 6.003
C -1.262 0.926 4.823
C -1.952 0.355 7.161
H -2.844 2.902 5.125
H -1.552 -0.061 4.448
H -0.206 0.918 5.082
H -1.434 1.669 4.044
H -2.941 -0.047 7.388
H -1.604 0.928 8.020
H -1.261 -0.462 6.963
C 1.305 1.258 9.082
O 0.328 0.940 9.731
N 1.689 2.529 8.832
C 2.868 2.838 8.048
C 0.892 3.620 9.370
H 1.975 0.506 8.630
H 3.566 3.417 8.657
H 2.577 3.426 7.174
H 3.360 1.925 7.715
H 0.856 3.540 10.457
H -0.127 3.549 8.984
H 1.324 4.578 9.088
C -3.504 -5.610 -0.852
O -2.685 -4.888 -1.396
N -4.558 -5.191 -0.123
C -5.489 -6.122 0.491
C -4.768 -3.770 0.053
H -3.439 -6.708 -0.921
H -6.492 -5.939 0.101
H -5.489 -5.973 1.573
H -5.206 -7.150 0.274
H -4.893 -3.297 -0.924
H -3.895 -3.336 0.541
H -5.653 -3.592 0.661
C 5.221 -5.377 -10.002
O 5.641 -4.233 -10.000
N 3.942 -5.731 -10.232
C 3.509 -7.116 -10.218
C 2.962 -4.694 -10.500
H 5.881 -6.239 -9.807
H 3.091 -7.373 -11.193
H 2.744 -7.248 -9.451
H 4.347 -7.779 -10.004
H 3.265 -4.131 -11.386
H 2.921 -4.008 -9.650
H 1.978 -5.137 -10.662
C 1.523 -6.105 -3.019
O 0.602 -6.368 -3.763
N 1.410 -5.884 -1.689
C 2.535 -5.568 -0.850
C 0.103 -5.950 -1.060
H 2.562 -6.022 -3.384
H 2.623 -6.329 -0.069
H 2.356 -4.592 -0.389
H 3.462 -5.531 -1.420
H -0.323 -6.944 -1.218
H -0.552 -5.215 -1.518
H 0.182 -5.752 0.008
C 5.403 -3.835 1.761
O 6.190 -3.084 1.226
N 4.300 -3.455 2.454
C 3.398 -4.407 3.069
C 3.991 -2.050 2.586
H 5.530 -4.930 1.720
H 2.401 -4.269 2.641
H 3.361 -4.236 4.147
H 3.726 -5.430 2.890
H 3.866 -1.614 1.591
H 4.820 -1.547 3.086
H 3.078 -1.911 3.163
C -0.746 -5.520 -11.190
O 0.233 -5.921 -10.584
N -1.549 -4.520 -10.781
C -2.700 -4.092 -11.552
C -1.250 -3.849 -9.526
H -1.057 -5.962 -12.150
H -2.584 -3.040 -11.821
H -3.603 -4.214 -10.951
H -2.796 -4.683 -12.462
H -0.253 -3.409 -9.578
H -1.266 -4.576 -8.713
H -1.983 -3.068 -9.332
```

Output
**Highest occupied orbital energy**: -9.97 eV
**Total charge**: +1

Löwdin population analysis, charges in e, atoms 1 to 2: number 1, C, carries 0.097; number 2, C, carries -0.119

Q: Which formula does entry 2 have?
A: C48H87GeN4P3RhSbSi3